[1]
Density functional theory data (the ωB97M-V functional and the def2-TZVPD basis) for a molecular structure, C5H6BNO2S at a distorted geometry.

XYZ file:
```
16
Properties=species:S:1:pos:R:3:forces:R:3
B -0.5081 -1.9744 -0.6336 0.4 -0.2 1.7
C 1.1810 1.4546 1.1057 -1.7 -1.6 -0.8
C 0.4110 2.3366 0.4487 -1.9 -4.0 -0.9
C -0.9072 0.6805 -0.6812 -1.3 -2.4 -1.5
C -0.3418 -0.4446 -0.1991 3.3 1.3 2.6
C 1.0227 -0.0088 1.1063 -2.1 0.2 -3.0
N -0.6820 1.9803 -0.3297 0.9 0.9 -0.2
O 0.0688 -2.9215 0.1939 -0.7 -0.2 -1.3
O -1.3077 -2.4083 -1.6680 -0.8 -1.1 0.7
S 2.0008 -1.0843 1.8598 -0.6 0.5 -0.2
H 1.9418 1.9587 1.5673 2.2 0.4 1.6
H 0.5931 3.3264 0.3946 0.8 3.1 0.3
H -1.6658 0.4148 -1.4936 0.9 1.2 1.0
H -0.9136 2.7170 -0.9934 -0.5 -0.6 0.2
H 0.7678 -2.6909 0.8178 0.0 0.6 0.2
H -1.6609 -3.3362 -1.4954 1.0 1.7 -0.4
```
Forces are in eV/Å.

The LUMO energy is -0.3 eV. The energy above the lowest of the compared OMol25 structures with the same formula, charge and spin is 20.2 kcal/mol. The calculation puts the orbital gap at 8.1084 eV. Its charge is 0. Its molar mass is 154.99 g/mol.

[2]
Density functional theory data (the ωB97M-V functional and the def2-TZVPD basis) for a molecular structure, C5H6BeO4 at a distorted geometry.

XYZ file:
```
16
Properties=species:S:1:pos:R:3:forces:R:3
O 2.1165 0.1776 -0.3569 -1.3 1.1 0.9
C 2.6110 1.3296 -0.6083 1.3 0.8 -0.7
C 1.9202 2.5011 -0.1944 1.5 0.8 -0.3
O 0.7774 2.3937 0.3666 -0.4 -2.4 0.5
Be 0.7384 0.7430 0.4531 5.4 7.0 -2.1
H 3.5734 1.4072 -1.1290 -0.3 0.0 0.2
H 2.4127 3.4800 -0.2545 -0.4 -0.2 -0.2
C -2.9709 -1.5865 -0.8866 0.6 -0.4 0.1
C -2.1854 -1.2893 0.1365 -0.9 -1.2 -0.4
O -1.0736 -0.4697 -0.0983 0.7 0.6 0.2
C 0.0066 -0.4928 0.6238 -6.5 -6.9 1.9
O 0.1058 -1.5405 1.3833 -0.1 0.3 -0.1
H -2.7496 -1.2467 -1.8989 -0.1 0.0 0.3
H -2.3208 -1.6380 1.1580 0.2 0.2 -0.3
H -3.7577 -2.3276 -0.7468 0.0 0.5 0.1
H 0.7960 -1.4411 2.0525 0.3 -0.2 0.0
```
Forces are in eV/Å.

The LUMO energy (spin up / spin down) is -4.9 / -5.7 eV. The energy above the lowest of the compared OMol25 structures with the same formula, charge and spin is 0.0 kcal/mol. The calculation puts the orbital gap (spin up / spin down) at 8.1222 / 8.5130 eV. As for the spin multiplicity: 2. Its charge is +1. Its molar mass is 139.11 g/mol. Its expectation value of S² is 0.753.

[3]
Density functional theory data (the ωB97M-V functional and the def2-TZVPD basis) for 2 unconnected molecules or ions with the total composition C5H6Br2 at a distorted geometry.

XYZ file:
```
13
Properties=species:S:1:pos:R:3:forces:R:3
C 2.0586 2.0718 -0.2973 -1.1 -1.7 -2.8
C -1.1830 -1.0220 -0.5613 0.2 3.9 -0.7
C 1.1327 1.0744 -0.5066 1.9 1.6 -0.7
C 0.2807 0.5994 0.4521 -2.5 -3.4 -0.7
C -1.6662 -1.7701 0.5512 1.2 -1.5 1.0
Br 1.0225 0.2817 -2.2284 0.1 0.3 -0.4
Br 1.0121 0.1319 2.1121 -0.5 0.2 0.0
H 2.6116 2.5359 -1.0845 0.4 -0.3 -0.5
H 2.0158 2.6246 0.5447 0.0 1.3 3.0
H -1.9710 -0.5351 -1.3014 2.1 -0.7 1.4
H -1.9527 -1.0072 1.3381 0.2 -1.5 -0.3
H -0.9045 -2.5983 0.8195 -0.8 1.7 0.5
H -2.4564 -2.3871 0.1618 -1.1 0.0 0.2
```
Forces are in eV/Å.

The LUMO energy (spin up / spin down) is -1.0 / -0.6 eV. The energy above the lowest of the compared OMol25 structures with the same formula, charge and spin is 164.4 kcal/mol. The calculation puts the orbital gap (spin up / spin down) at 7.5599 / 7.2370 eV. Its charge is 0. Its molar mass is 225.91 g/mol.